Entry 1:
Density functional theory data (ωB97M-V/def2-TZVPD) for C39H32N2O4S3SbTeTi as an isolated structure.

The value obtained for the total energy is -121580.68431 eV. As for the largest force on an atom: 0.0455 Eh/bohr. The energy above the lowest of the compared OMol25 structures with the same formula, charge and spin is 33.9 kcal/mol. The highest occupied orbital energy comes out at -9.43 eV. Its total charge is +1.

Last column: Mulliken charge in e.
Geometry (Å):
1 Te -0.315 -0.092 -2.790  0.31
2 Sb 0.708 -2.489 0.419  1.27
3 Ti 0.992 0.721 -0.558  -0.43
4 S -3.202 -0.463 -0.986  0.16
5 S -1.112 2.234 -0.327  1.65
6 S 2.387 -1.276 -0.620  -0.78
7 O 2.726 1.562 0.341  -0.46
8 O -0.900 0.821 0.097  0.20
9 O -2.033 2.438 -1.398  -0.79
10 O 1.244 0.440 1.454  0.01
11 N 2.141 1.390 -2.223  0.60
12 N 0.411 2.568 -0.693  0.74
13 C -2.243 -4.812 -2.727  -0.57
14 C -0.970 -4.429 -3.117  -0.65
15 C -0.282 -1.776 2.194  0.60
16 C -0.732 3.992 3.229  -1.08
17 C 3.850 -4.917 2.241  -0.79
18 C -3.052 -1.503 -3.316  -0.48
19 C -2.305 -0.771 -2.438  0.15
20 C -0.169 -3.704 -2.250  -0.52
21 C -2.723 -4.476 -1.471  -0.66
22 C -1.932 -3.752 -0.593  -0.33
23 C 3.522 2.692 -4.282  -0.66
24 C -4.549 -1.362 -1.573  -0.65
25 C 2.555 3.400 -3.537  0.44
26 C -1.183 6.339 4.012  -1.56
27 C 0.425 -1.831 3.385  -0.63
28 C -4.329 -1.845 -2.821  -0.62
29 C 1.902 2.700 -2.494  0.35
30 C 1.211 5.336 -3.027  -0.92
31 C -0.660 -3.378 -0.994  0.67
32 C -2.109 5.417 1.880  -0.75
33 C 1.502 -5.435 0.848  -0.55
34 C -0.127 -1.257 4.517  -0.69
35 C -1.364 5.219 3.043  1.01
36 C 3.024 0.749 -2.968  -0.24
37 C 2.279 -6.481 1.313  -0.66
38 C -1.360 -0.627 4.451  -0.68
39 C 0.569 4.658 -1.984  -0.64
40 C 3.084 -3.867 1.765  -0.38
41 C -0.770 3.020 2.244  -0.49
42 C -1.462 3.269 1.070  0.01
43 C -2.148 4.458 0.883  -0.72
44 C -2.058 -0.593 3.256  -0.66
45 C 2.247 1.191 1.417  0.11
46 C 2.186 4.737 -3.781  -0.86
47 C 3.741 1.369 -4.000  -1.13
48 C 3.440 -6.223 2.023  -0.48
49 C -1.525 -1.175 2.117  -0.01
50 C 1.901 -4.131 1.086  0.55
51 C 0.913 3.353 -1.703  0.52
52 H -5.047 -2.422 -3.377  0.45
53 H -0.169 3.811 4.132  0.39
54 H -3.707 -4.792 -1.164  0.43
55 H -2.625 6.354 1.737  0.43
56 H -0.250 2.078 2.362  0.31
57 H 1.398 -2.311 3.426  0.40
58 H -0.181 5.152 -1.386  0.53
59 H 0.591 -5.625 0.298  0.41
60 H -2.137 6.773 4.296  0.39
61 H -0.656 6.014 4.903  0.36
62 H 4.068 3.193 -5.067  0.46
63 H 2.671 5.268 -4.583  0.44
64 H 4.765 -4.717 2.777  0.41
65 H -3.020 -0.107 3.199  0.48
66 H -2.301 -3.485 0.389  0.38
67 H -2.865 -5.384 -3.397  0.41
68 H 2.697 1.515 2.377  0.40
69 H 1.972 -7.498 1.117  0.42
70 H 4.024 -7.044 2.409  0.39
71 H 3.182 -0.306 -2.761  0.44
72 H 0.830 -3.390 -2.545  0.42
73 H -2.068 -1.140 1.182  -0.01
74 H 0.409 -1.290 5.453  0.45
75 H 4.455 0.788 -4.561  0.45
76 H -5.421 -1.463 -0.960  0.46
77 H 0.926 6.357 -3.226  0.43
78 H 3.419 -2.843 1.907  0.39
79 H -0.592 7.119 3.534  0.33
80 H -0.589 -4.698 -4.089  0.42
81 H -2.673 4.632 -0.046  0.61
82 H -2.677 -1.778 -4.286  0.45
83 H -1.780 -0.168 5.334  0.43

---

Entry 2:
Density functional theory data (ωB97M-V/def2-TZVPD) for C39H32N3O3P2RbSe as an isolated structure.

The value obtained for the total energy is -136152.74593 eV. As for the largest force on an atom: 0.0200 Eh/bohr. The energy above the lowest of the compared OMol25 structures with the same formula, charge and spin is 5.8 kcal/mol. The highest occupied orbital energy comes out at -0.94 eV. Its total charge is -2.

Last column: Mulliken charge in e.
Geometry (Å):
1 Rb 0.069 0.918 0.680  0.80
2 Se 3.183 6.121 0.206  -0.48
3 P -2.872 -1.372 -0.208  0.84
4 P 0.991 -3.352 0.107  0.76
5 O 2.023 -0.778 1.311  -0.69
6 O -2.040 1.906 -0.929  -0.52
7 O 0.317 -0.210 3.117  -0.49
8 N 1.523 -0.076 3.440  -0.61
9 N 1.737 3.580 0.593  -0.51
10 N 2.365 -0.376 2.504  1.09
11 C 2.306 4.583 0.440  0.02
12 C -0.324 -4.935 -1.760  -0.26
13 C -3.846 -3.552 1.144  -0.43
14 C 0.754 -6.209 -0.040  -0.30
15 C 2.648 -3.835 0.721  0.35
16 C -4.310 -4.842 1.342  -0.70
17 C -0.488 -7.333 -1.768  -0.52
18 C 3.744 -0.305 2.831  -0.21
19 C -6.717 0.059 0.329  -0.76
20 C -3.202 -0.977 -4.307  -0.59
21 C -5.196 1.918 0.111  -0.96
22 C -4.103 1.045 -0.056  0.29
23 C 0.454 -4.970 -0.605  0.02
24 C -3.723 -3.942 -1.216  -0.28
25 C -2.510 -1.219 -2.005  0.46
26 C -0.007 -3.353 1.642  -0.82
27 C -1.184 -1.231 -2.426  -0.30
28 C 4.868 -4.643 0.187  -0.59
29 C 5.548 -0.144 4.412  -0.48
30 C -5.659 -0.821 0.136  -0.21
31 C -0.867 -1.136 -3.776  -0.49
32 C -4.366 -0.349 -0.047  -0.25
33 C 3.570 -4.340 -0.197  -0.47
34 C -3.554 -3.076 -0.139  0.15
35 C -1.875 -1.014 -4.719  -0.58
36 C 4.668 -0.460 1.805  -0.12
37 C -2.708 1.466 0.011  -0.18
38 C -4.173 -5.241 -1.017  -0.41
39 C 0.289 -7.382 -0.617  -0.58
40 C -0.796 -6.106 -2.337  -0.46
41 C 6.024 -0.457 2.087  -0.51
42 C 3.065 -3.626 2.033  -0.29
43 C -3.515 -1.074 -2.961  -0.13
44 C -6.472 1.432 0.308  -0.43
45 C 4.191 -0.144 4.145  -0.37
46 C 4.365 -3.920 2.417  -0.50
47 C -4.472 -5.696 0.257  -0.51
48 C 5.271 -4.432 1.499  -0.51
49 C 6.476 -0.304 3.389  -0.49
50 H 0.146 -2.399 2.149  0.27
51 H -0.381 -1.297 -1.697  0.19
52 H 5.570 -5.030 -0.542  0.37
53 H 5.887 -0.018 5.434  0.36
54 H -1.630 -0.925 -5.770  0.35
55 H 6.734 -0.581 1.278  0.37
56 H -1.405 -6.058 -3.232  0.44
57 H 3.467 -0.019 4.936  0.47
58 H 4.288 -0.595 0.803  0.45
59 H -3.694 -2.896 1.994  0.48
60 H -5.849 -1.889 0.132  0.30
61 H -4.281 -5.906 -1.866  0.34
62 H 0.172 -1.135 -4.084  0.44
63 H -7.296 2.126 0.439  0.33
64 H -5.013 2.987 0.101  0.44
65 H -4.815 -6.712 0.409  0.35
66 H -0.559 -3.975 -2.208  0.16
67 H -4.529 -5.188 2.345  0.39
68 H 0.233 -4.194 2.298  0.54
69 H -1.055 -3.423 1.347  -0.04
70 H -4.548 -1.019 -2.637  0.44
71 H 1.365 -6.250 0.854  0.32
72 H 2.380 -3.198 2.753  0.15
73 H -0.850 -8.249 -2.218  0.35
74 H -3.993 -0.859 -5.037  0.38
75 H 6.289 -4.647 1.800  0.36
76 H -7.720 -0.321 0.491  0.40
77 H -3.494 -3.605 -2.219  0.32
78 H 4.680 -3.715 3.434  0.37
79 H 7.537 -0.305 3.606  0.38
80 H 0.531 -8.338 -0.168  0.39
81 H 3.266 -4.494 -1.227  0.39

---

Entry 3:
Density functional theory data (ωB97M-V/def2-TZVPD) for C39H33AsCl3F10N6O9SSi2TeTi as an isolated structure.

The value obtained for the total energy is -250933.82820 eV. As for the largest force on an atom: 0.0443 Eh/bohr. The energy above the lowest of the compared OMol25 structures with the same formula, charge and spin is 57.0 kcal/mol. Its expectation value of S² is 0.75. The highest occupied orbital energy (alpha / beta) comes out at -2.04 / -2.04 eV. Its spin multiplicity is 2. Its total charge is -2.

Last column: Mulliken charge in e.
Geometry (Å):
1 Te 2.071 -2.266 -1.784  0.20
2 As 3.797 1.069 -1.480  2.20
3 Ti 0.168 0.681 0.443  -1.32
4 Cl -3.956 -3.341 1.166  -0.14
5 Cl -1.224 -3.328 2.129  -0.11
6 Cl -3.188 -1.592 3.311  -0.13
7 S -2.163 2.322 -0.807  1.08
8 Si 4.385 -4.628 -2.347  0.27
9 Si -0.987 -3.809 -2.613  0.75
10 F 2.029 1.052 -1.535  -0.62
11 F -1.038 8.503 3.724  -0.37
12 F 3.802 2.117 -0.110  -0.48
13 F 3.927 -0.290 -0.399  -0.42
14 F 3.760 2.417 -2.580  -0.50
15 F -1.847 4.024 5.027  -0.41
16 F 5.549 1.087 -1.570  -0.53
17 F 0.505 7.677 1.785  -0.36
18 F 3.783 -0.037 -2.868  -0.54
19 F -0.194 3.199 3.117  0.06
20 O -2.969 2.496 -1.986  -0.73
21 O 0.636 0.618 2.283  -0.17
22 O -1.485 3.498 -0.315  -0.56
23 O -3.149 -0.831 0.000  -0.59
24 O -1.129 -0.714 0.995  -0.85
25 O 2.815 -3.203 0.763  -0.47
26 O 1.284 -0.706 0.148  0.94
27 O 1.819 -0.881 4.813  -0.58
28 O 3.285 -3.128 3.721  -0.58
29 N 1.016 2.447 0.480  0.21
30 N -0.111 -0.219 -2.663  0.90
31 N -1.052 1.127 -1.014  1.13
32 N 2.084 6.447 -0.529  -0.69
33 N -2.943 9.208 6.077  -0.77
34 N -3.845 5.284 7.044  -0.78
35 C 0.339 -3.404 -1.303  0.72
36 C -5.504 1.869 4.176  -1.56
37 C -2.679 8.121 5.779  0.11
38 C 0.365 -0.366 -3.902  0.01
39 C -1.276 4.945 4.226  0.11
40 C 0.972 3.573 0.827  1.08
41 C -2.663 -2.343 1.797  1.02
42 C 0.116 1.929 -4.413  -1.11
43 C -3.199 1.880 0.573  0.01
44 C 2.647 -2.356 3.067  0.14
45 C 1.886 -1.128 3.640  -0.50
46 C -0.402 2.103 -3.154  -0.87
47 C -0.059 6.741 2.566  -0.11
48 C -0.443 4.518 3.223  0.23
49 C -0.876 7.176 3.584  0.18
50 C -4.713 1.809 2.900  0.97
51 C -5.327 1.898 1.655  -0.99
52 C 5.214 -5.633 -3.744  -1.15
53 C 0.932 4.895 1.164  -0.40
54 C -0.532 0.991 -2.298  -0.19
55 C 1.337 -0.459 2.469  -0.04
56 C 0.484 0.651 -4.819  -1.15
57 C -3.177 5.906 6.330  0.18
58 C 2.832 -3.832 -3.089  -0.24
59 C -4.575 1.946 0.489  -0.13
60 C -1.859 -5.311 -1.825  -1.28
61 C -1.551 6.305 4.462  0.39
62 C 3.900 -5.840 -0.979  -0.90
63 C -3.326 1.683 2.957  -0.97
64 C 1.562 5.758 0.235  -0.07
65 C -2.309 -1.173 0.794  0.09
66 C 5.551 -3.273 -1.745  -0.88
67 C -2.428 6.761 5.496  0.23
68 C -2.302 -2.509 -3.001  -0.57
69 C 0.174 5.382 2.308  0.62
70 C 1.681 -1.191 1.312  1.77
71 C -2.575 1.731 1.802  -0.10
72 C 2.432 -2.363 1.580  -0.24
73 C -0.347 -4.450 -4.292  -1.31
74 H 6.467 -3.666 -1.305  0.42
75 H -2.834 1.595 3.916  0.64
76 H -4.983 2.475 4.918  0.33
77 H -0.146 -2.804 -0.533  -1.10
78 H -5.629 0.866 4.590  0.24
79 H 5.474 -5.005 -4.597  0.31
80 H 6.132 -6.106 -3.393  0.30
81 H 4.557 -6.425 -4.106  0.30
82 H 0.255 2.778 -5.068  0.39
83 H 4.735 -6.481 -0.693  0.39
84 H 5.826 -2.588 -2.548  0.30
85 H 0.686 -1.375 -4.152  0.19
86 H -2.116 -2.001 -3.947  0.36
87 H -2.825 -5.497 -2.297  0.35
88 H 3.090 -3.355 -4.036  0.52
89 H 0.191 -5.395 -4.204  0.33
90 H 0.888 0.463 -5.803  0.43
91 H 3.069 -6.480 -1.281  0.32
92 H -3.282 -2.987 -3.053  0.42
93 H -2.044 -5.153 -0.763  0.30
94 H -6.407 1.965 1.595  0.39
95 H 0.707 -4.321 -0.841  0.82
96 H 3.586 -5.278 -0.102  0.22
97 H -0.681 3.080 -2.790  0.63
98 H -2.362 -1.739 -2.237  -0.12
99 H -6.491 2.297 4.009  0.40
100 H 5.037 -2.686 -0.981  0.21
101 H -1.258 -6.217 -1.921  0.30
102 H 0.310 -3.734 -4.786  0.31
103 H -5.041 2.055 -0.480  0.53
104 H -1.492 1.668 1.831  0.28
105 H 2.052 -4.564 -3.273  -0.19
106 H -1.204 -4.624 -4.944  0.38

---

Which value of energy above the lowest of the compared OMol25 structures with the same formula, charge and spin does entry 2 give?
5.8 kcal/mol

---

What is the formula in the third record?
C39H33AsCl3F10N6O9SSi2TeTi

---

Number 2 is which compound?
C39H32N3O3P2RbSe

---

Which of these has the highest total charge?
C39H32N2O4S3SbTeTi